A structure of composition C47H40I2N2O3OsSb2, computed with the ωB97M-V functional and the def2-TZVPD basis.

LUMO (spin up / spin down), hartree: -0.195 / -0.245
Multiplicity: 5
HOMO (spin up / spin down), hartree: -0.4462 / -0.4777
Frontier orbital gap (spin up / spin down), eV: 6.8 / 6.3
ΔE to the lowest compared entry with this formula, charge and spin, kcal per mole: 52.65
Strongest force on any atom, eV Å⁻¹: 3.10
Net charge: +2

Each line ends with the Löwdin charge.
Element x y z (Å)
Os (-0.07152, -1.91475, 1.97189)  1.2259
I (2.43571, -1.48376, 1.40168)  1.5279
C (2.99117, -1.68832, 3.41364)  -0.5052
C (4.30043, -1.58874, 3.77790)  -0.1128
C (4.62098, -1.68175, 5.14749)  -0.0423
C (3.62701, -1.84179, 6.07111)  -0.0005
C (2.26844, -1.92902, 5.68230)  -0.1518
C (1.23396, -2.05061, 6.64369)  0.0070
C (-0.07732, -2.10059, 6.25885)  -0.0470
C (-0.40985, -2.06594, 4.89399)  -0.1228
C (0.55137, -1.98623, 3.89549)  -0.3343
C (1.92432, -1.87511, 4.30890)  -0.2469
H (5.08182, -1.43894, 3.04452)  0.1083
H (5.65469, -1.61461, 5.45618)  0.1199
H (3.86833, -1.89735, 7.12496)  0.1269
H (1.50185, -2.08773, 7.69224)  0.1275
H (-0.86150, -2.17593, 7.00020)  0.1173
H (-1.45964, -2.10937, 4.62175)  0.0970
C (-1.10170, -1.83565, -2.83372)  -0.3439
C (0.28993, -1.87706, -3.45173)  -0.3502
C (1.38324, -1.31170, -2.55223)  -0.3589
Sb (0.99385, 0.74237, -2.08631)  1.5455
C (2.12732, 1.74804, -3.56376)  -0.3946
C (2.64587, 1.09171, -4.67402)  -0.1207
C (3.30361, 1.81499, -5.66181)  -0.0689
C (3.44557, 3.18906, -5.54004)  -0.0656
C (2.92759, 3.84712, -4.43208)  -0.0732
C (2.26053, 3.13029, -3.45000)  -0.1422
C (2.26599, 0.89383, -0.37549)  -0.4642
C (3.54115, 0.33132, -0.42406)  -0.2695
C (4.39498, 0.42765, 0.66749)  -0.1954
C (3.98306, 1.09235, 1.81613)  -0.1352
C (2.71858, 1.66268, 1.86885)  -0.0951
C (1.86363, 1.56372, 0.77746)  -0.1874
Sb (-2.10050, 0.09001, -2.88203)  1.6456
C (-1.51821, 1.03688, -4.65825)  -0.4217
C (-1.14859, 2.38004, -4.63775)  -0.1430
C (-0.72718, 2.98904, -5.80967)  -0.0615
C (-0.67666, 2.26099, -6.99078)  -0.0520
C (-1.05425, 0.92534, -7.01084)  -0.0607
C (-1.47965, 0.30674, -5.84418)  -0.1333
C (-2.64292, 1.61718, -1.50449)  -0.3891
C (-3.83402, 2.24738, -1.85435)  -0.1254
C (-4.32723, 3.26887, -1.05313)  -0.0535
C (-3.64994, 3.63855, 0.09940)  -0.0485
C (-2.47415, 2.99126, 0.45381)  -0.0556
C (-1.96443, 1.98154, -0.35082)  -0.1687
H (-1.13995, -2.17997, -1.80234)  0.0348
H (-1.80692, -2.42759, -3.41915)  0.0608
H (0.28635, -1.37340, -4.42287)  0.0886
H (0.50639, -2.92924, -3.66429)  0.1234
H (2.36600, -1.42784, -3.00827)  0.0628
H (1.39765, -1.84087, -1.59570)  0.0338
H (2.54219, 0.01918, -4.78877)  0.0899
H (3.70717, 1.30163, -6.52474)  0.1118
H (3.96255, 3.74860, -6.30813)  0.1127
H (3.04155, 4.91878, -4.33366)  0.1118
H (1.85261, 3.65754, -2.59362)  0.0993
H (3.88543, -0.17275, -1.32032)  0.1118
H (5.38828, 0.00102, 0.61124)  0.1226
H (4.65438, 1.18680, 2.65982)  0.1207
H (2.40352, 2.20049, 2.75442)  0.1212
H (0.88939, 2.03710, 0.83368)  0.0871
H (-1.18088, 2.94686, -3.71367)  0.0994
H (-0.43113, 4.02954, -5.79909)  0.1162
H (-0.34582, 2.73903, -7.90309)  0.1163
H (-1.02299, 0.36514, -7.93568)  0.1151
H (-1.78261, -0.73399, -5.87138)  0.1037
H (-4.37993, 1.95935, -2.74557)  0.1009
H (-5.24380, 3.77137, -1.33152)  0.1177
H (-4.03908, 4.43296, 0.72201)  0.1165
H (-1.94791, 3.27708, 1.35631)  0.1124
H (-1.04670, 1.47824, -0.07936)  0.0290
I (-2.89838, -7.16864, 3.71421)  0.9672
C (-2.43760, -5.40562, 2.75989)  -0.7469
C (-3.13553, -4.81319, 1.71943)  -0.0859
N (-2.50556, -3.68268, 1.39868)  0.0422
N (-1.42053, -3.49525, 2.18556)  -0.1565
C (-1.37678, -4.54909, 3.01744)  -0.1590
H (-4.02984, -5.12620, 1.20627)  0.1416
H (-2.73356, -3.01935, 0.65906)  0.1320
H (-0.59269, -4.62581, 3.75153)  0.1209
O (-4.57691, -0.80193, 1.82842)  0.1065
C (-3.54141, -0.19505, 2.41933)  -0.2449
C (-3.72630, 0.33058, 3.69745)  0.0317
C (-2.69118, 0.98562, 4.33717)  -0.0305
C (-1.44764, 1.14240, 3.72437)  -0.0639
C (-1.24625, 0.60857, 2.46981)  -0.1101
C (-2.27713, -0.09723, 1.80616)  -0.1323
C (-2.00623, -0.75274, 0.50577)  -0.6610
O (-2.90665, -1.22862, -0.20238)  -0.0274
O (-0.73971, -0.90507, 0.22381)  -0.2942
H (-4.32136, -1.01743, 0.90932)  0.0919
H (-4.69925, 0.22675, 4.15861)  0.1351
H (-2.85992, 1.40001, 5.32252)  0.1227
H (-0.65600, 1.68792, 4.21893)  0.1184
H (-0.31508, 0.80299, 1.94403)  0.0746

A structure of composition C47H40N8O3PY, computed with the ωB97M-V functional and the def2-TZVPD basis.

LUMO (spin up / spin down), hartree: -0.046 / -0.047
Multiplicity: 1
HOMO (spin up / spin down), hartree: -0.2320 / -0.2311
Frontier orbital gap (spin up / spin down), eV: 5.1 / 5.0
ΔE to the lowest compared entry with this formula, charge and spin, kcal per mole: 4.82
Strongest force on any atom, eV Å⁻¹: 0.95
Net charge: 0

Each line ends with the Löwdin charge.
Element x y z (Å)
Y (0.16974, 0.02541, 0.49547)  1.4025
C (3.99021, -5.11888, 2.13473)  -0.0774
C (2.77061, -5.75695, 2.40938)  -0.0766
C (1.58910, -5.04251, 2.49765)  -0.0142
C (1.65219, -3.67054, 2.28458)  -0.1197
C (0.62432, -2.62586, 2.26684)  -0.3014
N (-0.62878, -2.80064, 2.65365)  0.2012
C (-1.54623, -1.83320, 2.64658)  -0.2549
C (-2.78518, -1.86484, 3.41776)  -0.1038
C (-3.32691, -2.80195, 4.29115)  -0.0129
C (-4.53640, -2.49472, 4.88712)  -0.0794
C (-5.19443, -1.28218, 4.62693)  -0.0793
C (-4.65372, -0.34799, 3.76182)  -0.0133
C (-3.43983, -0.65929, 3.16079)  -0.1061
C (-2.59454, 0.08300, 2.23089)  -0.2524
N (-2.91180, 1.29558, 1.74480)  0.2143
C (-2.02246, 2.13059, 1.25405)  -0.2794
N (-0.66766, 2.00351, 1.31557)  0.0514
C (-0.07815, 3.14103, 0.84474)  -0.2840
N (1.20633, 3.41746, 0.81388)  0.2092
C (2.16035, 2.52402, 1.13242)  -0.2612
N (2.02213, 1.18723, 1.27737)  0.0522
C (3.23071, 0.61869, 1.54160)  -0.2608
N (3.49353, -0.67943, 1.70821)  0.1962
C (2.56769, -1.61304, 1.84209)  -0.3050
N (1.21464, -1.44670, 1.91934)  0.0234
C (2.86403, -3.03754, 2.01731)  -0.1192
C (4.05565, -3.74928, 1.94557)  -0.0147
C (4.23611, 1.67451, 1.57869)  -0.1039
C (5.60952, 1.65943, 1.80509)  -0.0141
C (6.27707, 2.86880, 1.75902)  -0.0807
C (5.59774, 4.07150, 1.50220)  -0.0807
C (4.23302, 4.08901, 1.28491)  -0.0141
C (3.56218, 2.87019, 1.32306)  -0.1067
C (-1.13383, 4.05800, 0.38170)  -0.1078
C (-1.07123, 5.30040, -0.22823)  -0.0138
C (-2.27456, 5.88261, -0.60176)  -0.0727
C (-3.49514, 5.24162, -0.36358)  -0.0711
C (-3.55119, 4.00317, 0.25831)  -0.0033
C (-2.34732, 3.42347, 0.62474)  -0.1005
N (-1.49714, -0.65598, 1.96161)  0.0561
H (4.89386, -5.71144, 2.07142)  0.1006
H (2.76651, -6.82947, 2.55590)  0.1009
H (0.64624, -5.52709, 2.71405)  0.1154
H (-2.81307, -3.73236, 4.49199)  0.1122
H (-4.98776, -3.19870, 5.57461)  0.1001
H (-6.13758, -1.07812, 5.11701)  0.0998
H (-5.14561, 0.59292, 3.55471)  0.1119
H (4.99025, -3.24315, 1.74339)  0.1131
H (6.12852, 0.73241, 2.00854)  0.1114
H (7.34638, 2.89652, 1.92571)  0.0998
H (6.15884, 4.99677, 1.47671)  0.0996
H (3.69520, 5.00751, 1.09196)  0.1113
H (-0.12157, 5.78733, -0.40677)  0.1134
H (-2.27123, 6.84963, -1.08842)  0.1014
H (-4.40990, 5.72712, -0.67875)  0.1026
H (-4.49033, 3.49843, 0.44085)  0.1156
C (-6.03355, 0.69980, -2.75242)  -0.0717
O (-5.19435, 1.68514, -3.33546)  -0.0694
C (-3.88370, 1.66234, -3.00757)  -0.2771
C (-3.10760, 2.67900, -3.60349)  -0.0080
C (-1.77749, 2.73376, -3.31303)  -0.0234
C (-1.14658, 1.81994, -2.43168)  -0.1035
C (0.27004, 1.94893, -2.18801)  -0.3716
C (1.07007, 3.02338, -2.87865)  0.0032
O (0.89753, 1.20666, -1.40621)  -0.1212
C (-1.95119, 0.80703, -1.82287)  -0.3465
O (-1.48978, -0.03744, -0.96053)  -0.2102
C (-3.32525, 0.73865, -2.15423)  0.0532
H (-7.03093, 0.89425, -3.13514)  0.0920
H (-6.03093, 0.78542, -1.66355)  0.0958
H (-5.71417, -0.30314, -3.04321)  0.0963
H (-3.58569, 3.38840, -4.26304)  0.1162
H (-1.18875, 3.51613, -3.77182)  0.1079
H (1.06291, 2.88943, -3.96190)  0.0938
H (2.09013, 2.98024, -2.50709)  0.0885
H (0.64758, 4.00643, -2.66699)  0.0827
H (-3.89753, -0.03439, -1.66385)  0.1154
C (3.91124, -2.48741, -2.68414)  -0.1452
C (3.10786, -1.55860, -1.78086)  -0.3981
P (1.30664, -1.88968, -1.61206)  0.9458
C (1.24608, -3.71374, -1.41101)  -0.3956
C (-0.07379, -4.23588, -0.85130)  -0.1422
C (0.69843, -1.57143, -3.31011)  -0.3861
C (-0.73920, -2.00730, -3.56550)  -0.1383
H (4.95776, -2.18114, -2.72250)  0.0714
H (3.53882, -2.48696, -3.70973)  0.0606
H (3.89093, -3.51809, -2.32764)  0.0625
H (3.17627, -0.52169, -2.12735)  0.0778
H (3.53243, -1.55027, -0.77379)  0.0537
H (2.06128, -3.96789, -0.72429)  0.0703
H (1.48816, -4.19932, -2.36191)  0.0846
H (-0.33954, -3.74438, 0.08657)  0.0451
H (-0.01432, -5.30587, -0.64473)  0.0741
H (-0.90236, -4.07707, -1.54079)  0.0566
H (1.36846, -2.05960, -4.02410)  0.0738
H (0.81022, -0.49582, -3.46399)  0.0678
H (-0.82282, -3.09522, -3.57585)  0.0611
H (-1.07927, -1.65269, -4.53952)  0.0756
H (-1.42323, -1.62594, -2.80568)  0.0521

A structure of composition C47H41AsCrF2N8O5S2, computed with the ωB97M-V functional and the def2-TZVPD basis.

LUMO (spin up / spin down), hartree: 0.076 / 0.083
Multiplicity: 2
HOMO (spin up / spin down), hartree: -0.1835 / -0.1822
Frontier orbital gap (spin up / spin down), eV: 7.1 / 7.2
ΔE to the lowest compared entry with this formula, charge and spin, kcal per mole: 0.00
Strongest force on any atom, eV Å⁻¹: 0.51
Net charge: -1

Each line ends with the Löwdin charge.
Element x y z (Å)
Cr (-1.49931, 0.74680, 0.72432)  0.5990
C (-5.50598, -0.53039, -1.19575)  -0.0638
O (-5.59105, -1.34935, -0.03595)  -0.0861
C (-5.39062, -0.74933, 1.17821)  -0.2161
C (-6.39050, -0.92680, 2.11813)  -0.0112
C (-6.24687, -0.48076, 3.42614)  -0.0992
C (-5.06477, 0.12879, 3.78898)  -0.0599
C (-4.03494, 0.31979, 2.86183)  -0.1375
C (-2.77499, 0.83584, 3.38827)  -0.0660
N (-1.71637, 0.94015, 2.68976)  -0.0864
N (-0.57190, 1.40929, 3.33775)  0.1264
C (0.32986, 1.67553, 2.44111)  -0.4304
O (0.18486, 1.49463, 1.15562)  -0.1656
C (1.61792, 2.26520, 2.89126)  -0.1496
C (2.01606, 2.19773, 4.22288)  -0.0347
C (3.21725, 2.76595, 4.61545)  -0.0902
C (4.01976, 3.41645, 3.68601)  -0.0995
C (3.61602, 3.49984, 2.36145)  -0.0863
C (2.41941, 2.92111, 1.96332)  -0.0223
C (-4.19001, -0.08159, 1.51445)  -0.2398
O (-3.26832, 0.09595, 0.57849)  -0.2228
H (-5.79835, -1.16041, -2.03310)  0.0969
H (-4.49957, -0.16014, -1.35065)  0.0427
H (-6.19745, 0.31604, -1.11832)  0.0971
H (-7.28486, -1.44570, 1.79566)  0.1159
H (-7.03960, -0.62922, 4.14715)  0.0941
H (-4.90545, 0.45558, 4.81009)  0.1054
H (-2.72175, 1.09953, 4.44214)  0.1327
H (1.37707, 1.69116, 4.93368)  0.1069
H (3.53233, 2.69784, 5.64962)  0.0959
H (4.96172, 3.85305, 3.99519)  0.0943
H (4.24020, 4.00024, 1.63230)  0.0981
H (2.09114, 2.96569, 0.93259)  0.1200
N (6.84019, -3.12707, 1.55426)  0.0955
C (5.64415, -3.05255, 0.83259)  -0.3444
C (5.59252, -2.39704, -0.39499)  -0.0578
C (4.39949, -2.31287, -1.09607)  -0.0701
C (3.24784, -2.89544, -0.58993)  -0.2859
C (3.30384, -3.59082, 0.61204)  -0.0614
C (4.48838, -3.66567, 1.31760)  -0.0380
S (1.72351, -2.76144, -1.49225)  0.5440
O (2.09614, -2.09904, -2.72126)  -0.3363
O (1.20755, -4.11065, -1.58695)  -0.3620
N (0.77662, -1.77799, -0.67176)  -0.1074
C (-0.10055, -2.20207, 0.25471)  -0.6735
S (-0.44101, -3.89142, 0.67123)  1.0302
C (-1.50544, -3.37610, 1.92345)  -0.4075
C (-1.58838, -2.03819, 1.92996)  -0.2515
N (-0.83631, -1.36446, 0.98865)  -0.0280
H (7.48147, -2.37457, 1.35771)  0.0760
H (6.70212, -3.22630, 2.54855)  0.0797
H (6.49075, -1.93711, -0.79445)  0.1068
H (4.34655, -1.79235, -2.04353)  0.1063
H (2.41250, -4.05989, 1.00664)  0.0893
H (4.51910, -4.18808, 2.26703)  0.1126
H (-2.02198, -4.07219, 2.56303)  0.0557
H (-2.20110, -1.46959, 2.61054)  0.0909
N (5.45942, 0.59164, 1.01111)  0.1352
C (4.55712, -0.10203, 1.78998)  -0.3887
C (3.22920, -0.28189, 1.35639)  -0.0914
N (2.32914, -0.84361, 2.12318)  0.1223
C (2.72495, -1.26875, 3.32828)  -0.1374
C (4.03143, -1.11734, 3.73827)  -0.1471
N (4.96130, -0.53122, 2.97620)  0.1217
H (5.28347, 0.58097, 0.02019)  0.0854
H (6.42158, 0.45750, 1.27529)  0.0853
H (2.90004, 0.07327, 0.38313)  0.1203
H (1.97454, -1.71522, 3.97002)  0.1033
H (4.35222, -1.46240, 4.71583)  0.0956
C (-1.58574, -3.44303, -4.06838)  -0.0863
C (-2.22198, -3.22124, -2.85400)  -0.0750
C (-2.09624, -1.99415, -2.22145)  -0.1163
C (-1.33755, -0.98161, -2.80560)  -0.3618
C (-0.69305, -1.20883, -4.01145)  -0.1149
C (-0.81991, -2.43935, -4.64159)  -0.0821
As (-1.30294, 0.69798, -1.84210)  1.4106
C (0.18381, 1.69990, -2.59519)  -0.3382
C (0.01841, 3.01966, -3.00547)  -0.1048
C (1.11023, 3.75346, -3.44851)  -0.0879
C (2.37196, 3.17627, -3.48597)  -0.1023
C (2.53895, 1.86359, -3.06911)  -0.0844
C (1.45183, 1.12916, -2.61300)  -0.0984
C (-2.77013, 1.54141, -2.84216)  -0.3317
C (-3.88749, 2.06351, -2.20674)  -0.1213
C (-4.91566, 2.64233, -2.94165)  -0.0821
C (-4.83409, 2.70572, -4.32366)  -0.0974
C (-3.72323, 2.17789, -4.97027)  -0.0862
C (-2.70280, 1.59785, -4.23279)  -0.1008
H (-1.66525, -4.40780, -4.55392)  0.0984
H (-2.79813, -4.00900, -2.38473)  0.1049
H (-2.56844, -1.83364, -1.25631)  0.0952
H (-0.05601, -0.44796, -4.44537)  0.1011
H (-0.29286, -2.62051, -5.57011)  0.1018
H (-0.95793, 3.48415, -2.96514)  0.0974
H (0.97222, 4.78169, -3.76010)  0.0978
H (3.22146, 3.75047, -3.83613)  0.0938
H (3.51804, 1.39927, -3.10025)  0.0980
H (1.59159, 0.10945, -2.29060)  0.0634
H (-3.97010, 2.00288, -1.13114)  0.0768
H (-5.78009, 3.04464, -2.42727)  0.1024
H (-5.63289, 3.16020, -4.89704)  0.0954
H (-3.65121, 2.21645, -6.05044)  0.0981
H (-1.84380, 1.18669, -4.74971)  0.0979
F (-1.63247, 3.39758, -0.53555)  -0.0797
C (-2.10981, 2.72592, 0.60063)  -0.3572
F (-1.66450, 3.51918, 1.65598)  -0.0444
H (-3.19744, 2.88334, 0.59348)  0.0949